[1]
{"formula": "C29H47N2PPtSSi2Te", "method": "wB97M-V/def2-TZVPD", "species": ["C", "C", "H", "Si", "C", "H", "C", "C", "C", "H", "H", "H", "N", "H", "C", "H", "N", "H", "H", "H", "H", "C", "H", "H", "Pt", "C", "C", "H", "H", "H", "H", "C", "S", "C", "C", "H", "H", "C", "H", "C", "C", "H", "C", "H", "H", "H", "H", "H", "H", "H", "H", "C", "C", "H", "C", "H", "C", "H", "H", "C", "C", "C", "H", "H", "H", "Te", "H", "H", "Si", "C", "H", "H", "C", "H", "C", "H", "H", "C", "H", "H", "H", "H", "P", "C"], "xyz": [[-2.606, -1.549, 1.520], [3.006, -3.426, -0.140], [-0.836, 1.131, -5.666], [-0.902, 4.352, -1.003], [-0.601, -1.773, -4.126], [-0.683, -2.456, -3.278], [0.753, -2.369, 5.093], [0.396, -1.967, 3.818], [-0.349, -0.593, 1.388], [1.798, -2.529, 5.330], [4.837, 2.831, 0.665], [5.775, -2.363, -1.599], [4.910, -2.447, -1.094], [-0.597, 6.685, -1.805], [-0.220, -2.568, 6.064], [-3.853, -1.700, -4.494], [2.730, -2.287, -0.996], [0.492, 4.272, -3.039], [-5.214, -3.729, 1.534], [5.335, 1.305, -0.074], [4.232, -0.630, 2.695], [-3.397, -2.653, 1.862], [1.838, 1.382, 3.033], [-2.221, 6.101, -2.171], [1.705, 1.102, -0.399], [2.792, 1.818, 2.733], [-3.552, -1.048, -3.672], [-2.061, 2.458, 0.112], [2.643, 2.886, 2.571], [0.059, -2.884, 7.061], [-1.819, 6.617, -0.534], [-2.373, 3.391, -0.362], [3.849, -0.351, -2.450], [-1.913, -1.950, 4.467], [-1.552, -2.349, 5.744], [5.056, -3.702, 0.591], [-2.112, 0.127, -6.354], [3.742, -0.646, 1.719], [2.833, -1.242, 1.772], [-1.822, 0.705, -5.475], [-4.320, -0.888, -0.064], [4.724, -4.551, -0.926], [4.521, -3.642, -0.357], [-1.155, -0.028, -1.586], [0.869, 3.400, 0.430], [-6.067, -2.137, -0.161], [-2.532, 1.529, -5.372], [-3.607, -1.626, -2.748], [1.243, 5.081, 0.011], [-3.028, -3.371, 2.582], [-2.319, -2.477, 6.498], [-3.089, -0.681, 0.531], [0.439, 0.074, 0.713], [-2.894, 3.986, 0.391], [3.841, -1.724, -1.511], [-2.050, 1.378, -2.158], [0.438, 4.397, 0.289], [5.618, 1.586, 1.670], [2.423, -4.295, -0.448], [-1.322, 0.621, -2.447], [-1.291, -1.305, 2.123], [-0.946, -1.761, 3.470], [-3.093, 3.155, -1.148], [0.425, -1.394, -4.147], [-4.672, -0.192, -0.816], [0.550, 1.651, -2.677], [-0.761, -2.346, -5.041], [1.154, -1.808, 3.064], [-1.829, -0.377, -3.950], [-0.283, 3.619, -2.630], [-4.281, -0.238, -3.606], [2.773, -3.208, 0.904], [-4.627, -2.862, 1.259], [0.026, 4.728, 1.245], [-1.433, 6.101, -1.414], [-2.479, 0.167, 0.248], [-1.084, 3.581, -3.372], [4.936, 1.759, 0.833], [1.880, -1.743, -0.959], [4.421, -1.088, 0.989], [3.531, 1.668, 3.522], [-2.952, -1.750, 4.246], [3.306, 1.036, 1.178], [-5.101, -1.978, 0.300]], "mulliken_charge": [0.14, -0.19, 0.32, 0.09, -1.03, 0.29, -0.59, -0.27, -0.15, 0.41, 0.37, 0.26, -0.07, 0.31, -0.50, 0.40, 0.09, 0.58, 0.40, 0.30, 0.60, -0.38, 0.30, 0.30, 1.97, -1.34, -1.00, -0.08, 0.35, 0.38, 0.30, -0.70, -0.33, -0.41, -0.76, 0.32, 0.34, -0.42, -0.62, -1.03, -0.59, 0.31, -0.53, -0.50, -0.03, 0.40, 0.32, 0.26, 0.35, 0.56, 0.39, 0.51, -1.09, 0.47, -0.18, -0.17, -0.77, 0.43, 0.43, 0.47, -0.33, 0.21, 0.33, 0.32, 0.52, -0.20, 0.37, 0.54, 0.19, -0.84, 0.28, -0.04, -0.73, 0.37, -1.06, -0.20, 0.38, -1.36, 0.01, 0.26, 0.48, 0.56, 0.59, -0.61], "e_homo_ev": [-6.051, -7.619], "s2": 2.043, "spin_multiplicity": 3}



[2]
{"formula": "C4H7NO", "method": "wB97M-V/def2-TZVPD", "species": ["H", "H", "H", "C", "H", "O", "H", "N", "H", "C", "C", "C", "H"], "xyz": [[2.670, -0.876, 0.735], [-3.393, -0.662, -0.657], [0.173, 1.416, 0.801], [-1.540, -0.340, -0.780], [1.685, 1.784, -0.080], [-0.318, -0.870, -0.650], [-1.596, 0.660, -1.232], [-2.499, -1.080, -0.423], [1.036, -1.535, 1.012], [1.613, -0.704, 0.539], [0.897, -0.167, -0.645], [1.031, 0.961, 0.288], [1.387, -0.070, -1.607]], "mulliken_charge": [0.27, 0.25, 0.29, 0.13, 0.25, -0.40, 0.35, -0.59, 0.25, -0.74, 0.21, -0.67, 0.40], "e_homo_ev": -9.556, "smiles": "[H]/N=C/OC1CC1", "spin_multiplicity": 1}



[3]
{"formula": "C15H4Cl5F3OTl", "method": "wB97M-V/def2-TZVPD", "species": ["C", "C", "C", "C", "C", "Cl", "O", "C", "F", "Cl", "H", "F", "F", "Cl", "C", "C", "H", "C", "H", "C", "C", "Tl", "Cl", "C", "Cl", "C", "H", "C", "C"], "xyz": [[-0.831, -0.899, -1.600], [-1.298, 2.486, -3.886], [-0.678, -1.221, -0.425], [1.227, 2.566, -2.616], [0.072, -2.994, 2.773], [0.557, 4.548, -0.986], [-0.644, 0.453, -4.951], [0.038, -0.436, 1.799], [0.182, -1.149, 5.907], [1.958, 0.273, -3.890], [0.063, -4.054, 3.039], [-0.111, -3.274, 5.581], [1.888, -2.344, 5.327], [-2.250, 4.662, -2.722], [0.559, -2.164, 5.101], [0.213, 3.463, -2.261], [-0.237, -3.593, 0.694], [-0.273, -1.437, 0.919], [0.228, 0.573, 1.465], [0.869, 1.547, -3.526], [-0.144, -2.762, 1.417], [-1.050, -1.638, -3.941], [2.708, 2.541, -1.767], [0.255, -1.932, 3.640], [-2.770, 2.217, -4.752], [-0.977, 3.557, -3.030], [0.507, 0.235, 3.708], [-0.377, 1.429, -4.175], [0.317, -0.654, 3.158]], "mulliken_charge": [-1.03, 0.29, -0.10, -0.17, -0.46, -0.23, -0.95, -0.40, -0.27, -0.18, 0.35, -0.28, -0.25, -0.21, 0.88, 0.48, 0.37, 0.53, 0.44, 0.64, -0.49, 0.51, -0.20, 0.21, -0.18, -0.04, 0.42, 0.00, -0.65], "e_homo_ev": -4.781, "charge": -1, "spin_multiplicity": 1}



[4]
{"formula": "C4H8N4", "method": "wB97M-V/def2-TZVPD", "species": ["C", "C", "H", "H", "H", "N", "N", "H", "H", "N", "N", "H", "H", "H", "C", "C"], "xyz": [[-0.997, 1.888, -0.066], [-1.757, 0.777, -0.202], [-1.204, 2.996, -0.116], [-0.808, -2.378, -0.808], [2.918, 0.856, 0.975], [2.768, 0.292, 0.181], [-0.824, -0.271, -0.179], [3.281, 0.734, -0.636], [-0.808, -2.102, 0.929], [0.309, 1.616, 0.039], [1.629, -0.386, -0.075], [-2.301, -1.653, 0.088], [1.434, -1.447, 0.132], [-2.860, 0.489, -0.159], [0.445, 0.262, -0.028], [-1.227, -1.673, -0.077]], "mulliken_charge": [-0.42, -0.15, 0.36, 0.30, 0.24, -0.56, 0.20, 0.24, 0.32, -0.65, -0.04, 0.27, 0.23, 0.23, 0.31, -0.86], "e_homo_ev": -7.488, "smiles": "Cn1ccnc1NN", "spin_multiplicity": 1}



[5]
{"formula": "C9H18Si", "method": "wB97M-V/def2-TZVPD", "species": ["H", "C", "H", "H", "C", "C", "Si", "H", "H", "C", "C", "H", "H", "H", "H", "H", "H", "C", "H", "H", "H", "H", "C", "H", "H", "H", "C", "C"], "xyz": [[-1.125, 1.998, 1.387], [1.179, -0.803, 0.271], [0.776, -2.857, 0.854], [-3.428, -1.067, -1.353], [-1.079, 0.571, -1.553], [-0.425, -0.936, 1.121], [-1.719, -0.122, 0.051], [-1.643, 0.635, -2.462], [4.230, 0.381, -0.369], [-3.313, -1.060, -0.328], [2.314, 1.349, 0.663], [4.014, -1.358, -0.026], [1.995, 2.148, -0.044], [3.343, 1.603, 1.091], [3.424, -0.669, -1.516], [-0.732, 1.575, -1.392], [-2.236, 2.374, -0.015], [0.356, -2.030, 0.287], [-4.314, -0.738, 0.067], [-0.117, -0.128, -1.822], [-0.148, -2.223, -0.684], [-0.400, -0.905, 2.145], [3.543, -0.432, -0.499], [1.489, 1.460, 1.406], [-2.840, 1.729, 1.626], [-3.282, -2.142, 0.047], [-2.074, 1.670, 0.953], [2.213, -0.025, 0.095]], "mulliken_charge": [0.22, -0.23, 0.31, 0.41, -1.03, -0.33, 0.33, 0.45, 0.40, -1.21, -1.25, 0.29, 0.24, 0.43, 0.32, 0.29, 0.21, -0.70, 0.33, 0.18, 0.20, 0.62, -1.35, 0.24, 0.44, 0.30, -1.08, 0.94], "e_homo_ev": -8.813, "smiles": "CC(C)=C1C[C@@H]1[Si](C)(C)C", "spin_multiplicity": 1}



[6]
{"formula": "C3H7NO3", "method": "wB97M-V/def2-TZVPD", "species": ["O", "H", "C", "H", "C", "H", "O", "H", "O", "H", "C", "N", "H", "H"], "xyz": [[1.264, 0.146, -0.353], [1.256, 1.668, -1.668], [1.306, 1.602, -0.581], [0.408, 1.979, 0.021], [0.172, -1.828, 0.528], [1.070, -2.048, 1.057], [-1.478, 1.224, -0.220], [0.032, -2.633, -0.284], [-2.068, -0.776, 0.499], [-2.396, 1.325, 0.118], [0.108, -0.484, -0.070], [-1.155, -0.063, 0.125], [2.275, 1.936, -0.265], [-0.793, -2.046, 1.094]], "mulliken_charge": [-0.36, 0.25, -0.58, 0.34, -1.04, 0.32, -0.50, 0.24, -0.82, 0.36, 0.51, 0.75, 0.21, 0.33], "e_homo_ev": -7.885, "smiles": "CO/C(C)=[N+](/[O-])O", "spin_multiplicity": 1}



For reference, energy relative to the best compared isomer or geometry (same formula, charge and spin) by record: 6.4; 81.7; 0.0; 52.8; 57.2; 144.3 kcal per mole.